No. 1
{
  "formula": "C5H10O",
  "method": "ωB97M-V/def2-TZVPD",
  "lumo_ev": 0.97,
  "total_energy_ha": -271.61311,
  "de_lowest_ev": 3.796,
  "species": ["C", "C", "C", "C", "C", "O", "H", "H", "H", "H", "H", "H", "H", "H", "H", "H"],
  "xyz": [[-0.408, -1.860, -1.030], [0.534, -0.676, -0.850], [0.588, 1.789, 0.400], [-0.753, 2.370, 0.751], [0.916, -0.559, 0.630], [0.631, 0.722, 1.182], [-1.360, -1.655, -0.524], [0.017, -2.761, -0.576], [-0.620, -2.072, -2.080], [0.037, 0.245, -1.175], [1.425, -0.755, -1.479], [-0.791, 3.431, 0.978], [-1.273, 2.225, -0.213], [-1.271, 1.753, 1.494], [1.930, -0.894, 0.848], [0.228, -1.168, 1.220]],
  "atomic_forces_ev_per_a": [[-0.051, -0.138, -0.060], [0.035, -0.069, -0.046], [-0.373, -0.203, 0.192], [0.023, 0.293, 0.051], [0.147, -0.409, -0.096], [-0.419, 0.224, -0.011], [0.153, -0.077, -0.092], [-0.067, 0.022, -0.119], [0.036, 0.022, 0.077], [0.114, -0.178, 0.089], [-0.089, -0.087, 0.087], [0.073, 0.161, -0.099], [0.023, 0.172, 0.101], [0.019, 0.339, 0.085], [0.145, 0.203, -0.069], [0.232, -0.275, -0.089]]
}

No. 2
{
  "formula": "C5H10O",
  "method": "ωB97M-V/def2-TZVPD",
  "lumo_ev": 1.11,
  "total_energy_ha": -271.71535,
  "smiles": "C[C@@H](O)C1CC1",
  "de_lowest_ev": 1.014,
  "species": ["C", "C", "O", "C", "C", "C", "H", "H", "H", "H", "H", "H", "H", "H", "H", "H"],
  "xyz": [[-1.891, -0.275, 0.103], [-0.664, 0.328, -0.577], [-0.902, 1.649, -1.040], [0.544, 0.280, 0.332], [1.244, -1.018, 0.599], [1.908, 0.039, -0.241], [-2.121, 0.251, 1.038], [-1.706, -1.326, 0.356], [-2.766, -0.218, -0.550], [-0.444, -0.249, -1.486], [-0.905, 2.227, -0.264], [0.477, 0.973, 1.176], [1.629, -1.193, 1.601], [0.870, -1.911, 0.100], [1.965, -0.131, -1.314], [2.762, 0.572, 0.168]],
  "atomic_forces_ev_per_a": [[-0.067, 0.009, 0.031], [0.079, -0.425, 0.070], [-0.038, 0.197, 0.224], [-0.010, 0.187, 0.062], [0.010, -0.176, 0.045], [0.153, 0.083, -0.124], [0.047, -0.013, -0.141], [-0.039, 0.164, -0.062], [0.126, 0.009, 0.073], [-0.020, 0.045, 0.148], [-0.049, -0.048, -0.223], [0.027, -0.158, -0.147], [-0.081, 0.018, -0.201], [0.079, 0.180, 0.068], [-0.030, 0.024, 0.193], [-0.189, -0.095, -0.017]]
}

> Which formula does entry 1 have?

C5H10O